{"formula": "C28H50Ge2N3OPSn", "method": "ωB97M-V with the def2-TZVPD basis set", "total_charge": 2, "homo_energy_ev": -13.24, "energy_ev": -164503.1406, "species": ["Sn", "C", "C", "Ge", "C", "C", "C", "C", "Ge", "C", "C", "C", "C", "C", "C", "C", "C", "C", "C", "H", "H", "H", "H", "H", "H", "H", "H", "H", "H", "H", "H", "H", "H", "H", "H", "H", "H", "H", "H", "H", "H", "H", "H", "H", "H", "O", "P", "N", "C", "C", "C", "C", "N", "C", "C", "C", "C", "N", "C", "C", "C", "C", "H", "H", "H", "H", "H", "H", "H", "H", "H", "H", "H", "H", "H", "H", "H", "H", "H", "H", "H", "H", "H", "H", "H", "H"], "xyz": [[0.462, 0.024, 0.255], [0.845, -4.675, 1.985], [0.090, -3.300, 2.053], [-0.308, -2.560, 0.249], [-2.012, -3.192, -0.617], [-2.197, -2.608, -2.062], [1.268, -2.686, -0.900], [2.453, -2.102, -1.134], [3.025, -0.431, -0.271], [4.054, -0.691, 1.357], [4.841, -2.008, 1.400], [3.456, 1.231, -1.281], [4.969, 1.258, -1.658], [3.590, -2.798, -1.766], [3.852, -4.120, -1.405], [4.862, -4.822, -2.049], [5.643, -4.171, -2.967], [5.427, -2.835, -3.292], [4.386, -2.145, -2.694], [0.907, -5.136, 2.977], [1.900, -4.575, 1.660], [0.399, -5.380, 1.259], [0.697, -2.567, 2.628], [-0.831, -3.543, 2.534], [-2.866, -2.927, 0.060], [-1.923, -4.303, -0.680], [-2.667, -1.590, -2.002], [-2.785, -3.228, -2.729], [-1.238, -2.432, -2.565], [1.220, -3.618, -1.479], [3.458, -0.556, 2.291], [4.803, 0.107, 1.307], [4.234, -2.903, 1.368], [5.444, -2.059, 2.285], [5.569, -2.158, 0.585], [3.167, 2.038, -0.636], [2.823, 1.180, -2.169], [5.680, 1.310, -0.830], [5.191, 2.193, -2.161], [5.283, 0.470, -2.282], [3.271, -4.534, -0.614], [5.006, -5.857, -1.834], [6.390, -4.724, -3.472], [6.091, -2.323, -3.986], [4.094, -1.167, -3.007], [-0.374, 1.593, 1.018], [-1.852, 2.121, 0.839], [-1.983, 2.199, -0.796], [-3.057, 2.959, -1.492], [-2.531, 3.000, -2.899], [-2.043, 1.537, -3.031], [-1.246, 1.337, -1.715], [-2.854, 1.025, 1.473], [-4.248, 0.868, 0.955], [-4.898, -0.139, 1.865], [-4.254, 0.181, 3.209], [-2.762, 0.387, 2.840], [-1.962, 3.554, 1.505], [-1.236, 4.716, 0.942], [-2.104, 5.880, 1.433], [-2.810, 5.431, 2.715], [-2.713, 3.894, 2.760], [-3.135, 3.963, -1.045], [-4.022, 2.463, -1.514], [-1.735, 3.773, -3.046], [-3.356, 3.313, -3.565], [-1.425, 1.320, -3.901], [-2.916, 0.922, -3.147], [-0.239, 1.629, -1.917], [-1.324, 0.288, -1.388], [-4.165, 0.535, -0.060], [-4.781, 1.831, 0.912], [-4.638, -1.162, 1.632], [-5.991, -0.062, 1.953], [-4.348, -0.670, 3.899], [-4.687, 1.066, 3.661], [-2.265, -0.602, 2.679], [-2.124, 0.935, 3.520], [-1.174, 4.590, -0.150], [-0.195, 4.811, 1.307], [-2.845, 6.014, 0.660], [-1.555, 6.801, 1.480], [-3.874, 5.732, 2.651], [-2.416, 5.854, 3.597], [-3.746, 3.482, 2.817], [-2.140, 3.545, 3.631]], "lowdin_charge": [1.195, -0.154, -0.356, 0.821, -0.328, -0.164, -0.296, -0.386, 0.869, -0.340, -0.151, -0.348, -0.143, -0.290, -0.031, -0.044, -0.058, -0.040, -0.056, 0.079, 0.056, 0.076, 0.062, 0.045, 0.063, 0.076, 0.059, 0.073, 0.055, 0.081, 0.078, 0.066, 0.054, 0.072, 0.086, 0.047, 0.056, 0.076, 0.076, 0.032, 0.099, 0.112, 0.106, 0.119, 0.094, -0.486, 0.576, -0.181, -0.181, -0.152, -0.122, -0.230, -0.182, -0.177, -0.157, -0.153, -0.139, -0.182, -0.158, -0.145, -0.137, -0.130, 0.120, 0.114, 0.135, 0.134, 0.123, 0.110, 0.098, 0.047, 0.098, 0.127, 0.109, 0.135, 0.127, 0.112, 0.112, 0.109, 0.109, 0.131, 0.104, 0.115, 0.125, 0.100, 0.121, 0.120]}

***

{"formula": "C7H8", "method": "ωB97M-V with the def2-TZVPD basis set", "homo_energy_ev": -7.86, "energy_ev": -7383.4202, "relative_energy_ev": 5.327, "species": ["C", "C", "C", "C", "C", "C", "C", "H", "H", "H", "H", "H", "H", "H", "H"], "xyz": [[-0.974, -2.502, 0.541], [-0.696, -1.077, 0.455], [-0.801, 0.223, 0.030], [-0.756, 1.552, -0.732], [0.487, 2.140, -0.868], [1.429, 0.987, -0.257], [0.525, 0.083, 0.663], [-1.775, -2.812, -0.132], [-1.250, -2.762, 1.565], [-0.063, -3.050, 0.294], [-1.668, 2.008, -1.098], [0.808, 3.012, -1.385], [2.255, 1.384, 0.332], [1.847, 0.452, -1.115], [0.630, 0.361, 1.707]], "lowdin_charge": [-0.085, -0.069, -0.116, -0.062, -0.008, -0.156, -0.178, 0.078, 0.078, 0.087, 0.077, 0.081, 0.086, 0.095, 0.093]}

***

{"formula": "C25H19ClO6", "method": "ωB97M-V with the def2-TZVPD basis set", "homo_energy_ev": -9.52, "energy_ev": -51036.7272, "relative_energy_ev": 1.471, "species": ["O", "C", "C", "C", "C", "C", "C", "Cl", "C", "O", "C", "C", "C", "C", "C", "C", "H", "H", "H", "H", "H", "H", "H", "H", "H", "H", "H", "O", "C", "C", "C", "C", "O", "C", "C", "H", "H", "H", "H", "O", "C", "C", "C", "C", "O", "C", "C", "H", "H", "H", "H"], "xyz": [[0.992, -1.519, 0.134], [0.224, -0.600, -0.011], [-1.322, -0.805, -0.131], [-2.123, 0.117, 0.459], [-3.675, 0.087, 0.394], [-4.104, 1.334, -0.524], [-4.668, 2.536, 0.302], [-4.743, 4.047, -0.750], [-1.504, 1.328, 1.240], [-1.975, 1.750, 2.268], [-0.203, 1.901, 0.594], [0.082, 3.317, 0.607], [1.299, 3.767, -0.060], [2.157, 2.780, -0.695], [1.883, 1.349, -0.697], [0.671, 0.899, -0.047], [-1.724, -1.660, -0.716], [-4.075, 0.250, 1.424], [-4.080, -0.835, -0.095], [-4.788, 1.006, -1.354], [-3.176, 1.708, -1.046], [-3.921, 2.786, 1.098], [-5.691, 2.359, 0.723], [-0.617, 4.033, 1.099], [1.559, 4.847, -0.062], [3.069, 3.145, -1.216], [2.556, 0.602, -1.172], [3.333, 1.023, -3.459], [3.966, 0.181, -4.065], [4.676, 0.510, -5.321], [5.368, -0.413, -5.986], [5.459, -1.808, -5.495], [6.091, -2.648, -6.100], [4.748, -2.137, -4.238], [4.056, -1.213, -3.574], [4.600, 1.534, -5.665], [5.893, -0.191, -6.906], [4.824, -3.161, -3.894], [3.531, -1.436, -2.653], [-3.146, -2.443, 2.518], [-2.415, -2.498, 3.487], [-2.839, -3.184, 4.729], [-2.040, -3.244, 5.792], [-0.692, -2.629, 5.778], [0.036, -2.686, 6.747], [-0.268, -1.944, 4.536], [-1.068, -1.884, 3.473], [-3.826, -3.629, 4.722], [-2.334, -3.741, 6.709], [0.719, -1.499, 4.543], [-0.774, -1.388, 2.557]], "lowdin_charge": [0.091, -0.320, 0.053, -0.158, -0.123, -0.246, -0.550, 0.471, -0.290, 0.106, -0.068, -0.003, -0.053, -0.055, -0.002, -0.057, 0.134, 0.118, 0.121, 0.113, 0.105, 0.060, 0.085, 0.120, 0.103, 0.102, 0.094, 0.093, -0.375, 0.022, 0.023, -0.387, 0.111, 0.025, 0.025, 0.122, 0.123, 0.124, 0.119, 0.100, -0.372, 0.021, 0.021, -0.387, 0.107, 0.033, 0.034, 0.121, 0.122, 0.125, 0.099]}

***

{"formula": "C20H30N2O4", "method": "ωB97M-V with the def2-TZVPD basis set", "homo_energy_ev": -9.24, "energy_ev": -32398.6426, "relative_energy_ev": 0.585, "species": ["C", "C", "C", "C", "C", "C", "O", "N", "C", "O", "C", "C", "C", "C", "C", "N", "C", "O", "O", "C", "C", "C", "C", "C", "C", "C", "H", "H", "H", "H", "H", "H", "H", "H", "H", "H", "H", "H", "H", "H", "H", "H", "H", "H", "H", "H", "H", "H", "H", "H", "H", "H", "H", "H", "H", "H"], "xyz": [[1.737, -1.276, -1.823], [1.463, 0.201, -2.074], [0.789, 0.486, -3.418], [-0.611, -0.104, -3.589], [-1.634, 0.384, -2.556], [-3.036, 0.439, -3.127], [-3.310, 0.596, -4.281], [-1.625, -0.395, -1.336], [-1.384, 0.153, -0.128], [-1.248, 1.348, 0.041], [-1.278, -0.860, 1.016], [-2.660, -1.325, 1.509], [-3.761, -0.256, 1.538], [-3.424, 0.908, 2.466], [-5.072, -0.912, 1.971], [-0.477, -0.293, 2.077], [0.851, -0.575, 2.123], [1.382, -1.494, 1.549], [1.487, 0.278, 2.953], [2.899, 0.088, 3.039], [3.590, 0.476, 1.757], [3.272, 1.683, 1.146], [3.887, 2.049, -0.037], [4.825, 1.213, -0.620], [5.139, 0.007, -0.017], [4.523, -0.362, 1.165], [2.160, -1.413, -0.832], [2.438, -1.664, -2.559], [0.825, -1.866, -1.878], [2.415, 0.735, -2.051], [0.859, 0.606, -1.262], [1.420, 0.091, -4.218], [0.728, 1.569, -3.551], [-0.989, 0.179, -4.575], [-0.568, -1.194, -3.556], [-1.394, 1.414, -2.248], [-3.821, 0.329, -2.353], [-1.682, -1.397, -1.426], [-0.709, -1.730, 0.667], [-2.531, -1.735, 2.512], [-2.995, -2.138, 0.861], [-3.892, 0.139, 0.524], [-4.300, 1.540, 2.601], [-3.113, 0.543, 3.442], [-2.637, 1.523, 2.040], [-5.332, -1.737, 1.310], [-4.984, -1.299, 2.984], [-5.884, -0.190, 1.950], [-0.756, 0.612, 2.424], [3.213, 0.732, 3.866], [3.112, -0.958, 3.283], [2.534, 2.328, 1.598], [3.632, 2.988, -0.506], [5.306, 1.498, -1.544], [5.863, -0.653, -0.474], [4.760, -1.309, 1.627]], "lowdin_charge": [-0.089, -0.245, -0.195, -0.143, -0.265, -0.206, 0.077, 0.117, -0.460, 0.077, -0.212, -0.114, -0.426, -0.065, -0.079, 0.139, -0.548, 0.102, 0.016, -0.117, -0.210, -0.028, -0.091, -0.102, -0.081, -0.039, 0.053, 0.076, 0.056, 0.090, 0.088, 0.112, 0.114, 0.112, 0.115, 0.164, 0.126, 0.155, 0.149, 0.129, 0.116, 0.126, 0.081, 0.087, 0.060, 0.075, 0.082, 0.076, 0.135, 0.137, 0.129, 0.120, 0.106, 0.103, 0.103, 0.116]}

***

Gap between HOMO and LUMO for the records above, in order: 6.5 8.8 7.8 9.9 eV